The following is a quantum chemistry calculation of 2 unconnected molecules or ions with the total composition C5H13NO, from the Open Molecules 2025 dataset.

Calculated values
SMILES: C/C=C/CCN.O
E, Eh: -328.16503
Frontier orbital gap, eV: 8.7
M, g mol⁻¹: 103.2
Energy above the lowest of the compared OMol25 structures with the same formula, charge and spin, kcal per mole: 96.5
LUMO energy, eV: 0.66
HOMO energy, eV: -8.08

Positions of all 20 atoms, in Å:
C1 -1.809 -1.472 -1.765
C2 -0.602 -1.301 -1.119
C3 0.090 -0.170 -1.203
C4 1.466 -0.040 -0.556
C5 1.184 -0.005 0.919
N1 1.845 0.941 1.789
H1 -2.012 -1.570 -2.800
H2 -2.729 -0.919 -1.475
H3 -2.367 -2.406 -1.561
H4 0.073 -2.186 -0.889
H5 -0.167 0.774 -1.627
H6 2.238 -0.863 -0.985
H7 1.991 0.985 -0.876
H8 1.462 -1.153 1.268
H9 0.098 0.186 1.173
H10 2.692 1.232 1.855
H11 1.170 1.187 2.465
O1 -1.660 1.522 1.313
H12 -2.000 1.893 2.152
H13 -2.057 2.006 0.617


The following is a quantum chemistry calculation of 15 unconnected molecules or ions with the total composition C18H66O15, from the Open Molecules 2025 dataset.

Calculated values
E, Eh: -1853.87433
Frontier orbital gap, eV: 10.3
M, g mol⁻¹: 522.7
Energy above the lowest of the compared OMol25 structures with the same formula, charge and spin, kcal per mole: 90.0
LUMO energy, eV: 0.41
HOMO energy, eV: -9.91

Positions of all 99 atoms, in Å:
O1 -2.811 -3.036 1.361
H1 -2.948 -2.350 0.751
H2 -1.858 -3.104 1.452
O2 -3.516 -1.894 -3.922
H3 -3.793 -0.960 -3.800
H4 -3.233 -1.859 -4.866
O3 0.876 -1.450 3.263
H5 1.132 -0.590 2.899
H6 -0.013 -1.369 3.633
O4 0.087 -3.377 1.546
H7 0.413 -2.672 2.173
H8 0.129 -2.992 0.660
O5 -2.347 -2.162 -1.208
H9 -2.266 -3.135 -1.021
H10 -2.480 -1.998 -2.174
C1 1.714 0.478 -2.115
C2 0.693 0.229 -0.998
C3 -0.555 1.092 -1.174
O6 0.446 -1.181 -1.108
H11 2.564 -0.053 -1.811
H12 1.909 1.540 -2.236
H13 1.242 0.031 -3.016
H14 1.189 0.470 -0.010
H15 -0.798 1.085 -2.223
H16 -0.476 2.175 -0.867
H17 -1.429 0.659 -0.709
H18 -0.533 -1.195 -1.331
C4 2.481 1.447 4.568
C5 3.007 1.751 3.160
C6 4.430 1.379 3.024
O7 2.210 1.074 2.173
H19 2.273 0.332 4.586
H20 1.666 2.115 4.773
H21 3.347 1.613 5.259
H22 2.964 2.842 2.938
H23 4.804 0.541 3.611
H24 5.040 2.263 3.238
H25 4.631 1.086 1.970
H26 2.688 0.458 1.568
C7 0.804 -3.485 -3.016
C8 1.021 -3.639 -4.532
C9 0.496 -4.957 -5.091
O8 0.424 -2.539 -5.337
H27 1.258 -2.649 -2.603
H28 1.280 -4.401 -2.525
H29 -0.237 -3.427 -2.794
H30 2.068 -3.504 -4.663
H31 0.636 -5.013 -6.178
H32 -0.566 -5.110 -4.897
H33 0.950 -5.809 -4.619
H34 -0.452 -2.827 -5.673
C10 1.235 7.684 2.335
C11 2.351 7.139 1.442
C12 3.023 5.861 1.918
O9 1.803 7.053 0.112
H35 0.718 8.492 1.767
H36 1.621 8.157 3.233
H37 0.544 6.911 2.597
H38 3.111 7.895 1.331
H39 3.492 5.957 2.907
H40 3.740 5.414 1.262
H41 2.255 5.106 2.110
H42 0.915 6.613 0.211
C13 3.647 -2.306 0.650
O10 2.662 -1.277 0.575
H43 4.411 -1.985 1.319
H44 3.221 -3.208 1.091
H45 4.044 -2.564 -0.344
H46 1.888 -1.588 0.139
C14 -0.632 1.676 2.172
O11 0.131 2.699 1.606
H47 -0.471 0.714 1.683
H48 -0.348 1.446 3.172
H49 -1.722 1.876 2.112
H50 1.021 2.314 1.561
C15 -0.982 -6.088 -1.114
O12 -1.803 -4.929 -0.756
H51 -0.406 -6.259 -0.213
H52 -1.484 -6.973 -1.437
H53 -0.358 -5.760 -1.895
H54 -2.208 -5.037 0.138
C16 -3.443 -0.983 4.071
O13 -2.427 -1.963 3.918
H55 -3.165 -0.340 4.922
H56 -3.567 -0.390 3.172
H57 -4.382 -1.546 4.347
H58 -2.579 -2.390 3.050
C17 -3.562 1.796 -4.438
O14 -4.456 0.865 -3.871
H59 -2.854 2.186 -3.763
H60 -3.129 1.335 -5.306
H61 -4.185 2.637 -4.756
H62 -4.503 1.013 -2.901
C18 -4.091 2.072 -0.129
O15 -4.021 0.802 -0.846
H63 -3.132 2.328 0.269
H64 -4.439 2.771 -0.898
H65 -4.910 2.082 0.624
H66 -3.141 0.768 -1.237


The following is a quantum chemistry calculation of a single C8H7NO3 molecule, from the Open Molecules 2025 dataset.

Calculated values
SMILES: COc1ccc2[nH]c(=O)oc2c1
E, Eh: -589.43747
Frontier orbital gap, eV: 8.9
M, g mol⁻¹: 165.1
Energy above the lowest of the compared OMol25 structures with the same formula, charge and spin, kcal per mole: 50.7
LUMO energy, eV: 0.67
HOMO energy, eV: -8.26

Positions of all 19 atoms, in Å:
C1 -3.065 -1.202 0.321
O1 -2.569 0.138 -0.120
C2 -1.169 0.160 -0.140
C3 -0.897 1.536 -0.248
C4 0.488 1.877 0.026
C5 1.405 0.858 0.050
N1 2.808 0.867 0.181
C6 3.211 -0.405 0.044
O2 4.366 -0.804 -0.012
O3 2.172 -1.367 -0.112
C7 0.999 -0.501 -0.130
C8 -0.354 -0.939 -0.344
H1 -3.001 -1.722 -0.625
H2 -2.577 -1.613 1.266
H3 -4.114 -1.235 0.678
H4 -1.783 2.098 -0.201
H5 0.881 2.902 0.029
H6 3.708 1.487 0.136
H7 -0.510 -2.134 -0.798


The following is a quantum chemistry calculation of a single C18H23F2N3 molecule, from the Open Molecules 2025 dataset.

Calculated values
SMILES: CC(C)(/N=C1/CC(c2ccc(F)cc2F)=NCCN1)C1CCC1
E, Eh: -1063.61237
Frontier orbital gap, eV: 9.1
M, g mol⁻¹: 319.4
Energy above the lowest of the compared OMol25 structures with the same formula, charge and spin, kcal per mole: 0.0
LUMO energy, eV: 0.57
HOMO energy, eV: -8.48

Positions of all 46 atoms, in Å:
C1 0.843 -2.014 0.492
C2 -0.452 -1.307 -0.025
C3 -1.659 -1.957 0.666
N1 -0.498 0.116 0.437
C4 0.322 1.094 0.167
C5 0.098 2.431 0.819
C6 1.368 2.888 1.437
C7 1.553 2.885 2.875
C8 2.713 2.297 3.409
C9 2.999 2.392 4.753
C10 2.118 3.040 5.631
F1 2.417 3.054 6.940
C11 0.945 3.594 5.119
C12 0.639 3.491 3.748
F2 -0.486 4.163 3.327
N2 2.323 3.409 0.711
C13 2.257 3.275 -0.757
C14 2.420 1.797 -1.091
N3 1.421 0.844 -0.655
C15 -0.540 -1.400 -1.593
C16 -0.416 -2.745 -2.323
C17 -1.794 -2.563 -2.969
C18 -1.866 -1.189 -2.344
H1 0.989 -1.844 1.553
H2 0.746 -3.123 0.344
H3 1.707 -1.654 -0.050
H4 -2.603 -1.479 0.324
H5 -1.608 -1.824 1.764
H6 -1.698 -3.026 0.412
H7 -0.347 3.167 0.135
H8 -0.602 2.330 1.639
H9 3.451 1.843 2.770
H10 3.905 1.941 5.195
H11 0.325 4.145 5.776
H12 1.361 3.740 -1.200
H13 3.080 3.817 -1.214
H14 2.480 1.760 -2.168
H15 3.399 1.510 -0.718
H16 1.575 -0.148 -0.870
H17 0.214 -0.736 -2.023
H18 -0.338 -3.596 -1.662
H19 0.426 -2.806 -3.000
H20 -1.837 -2.541 -4.058
H21 -2.467 -3.322 -2.535
H22 -1.742 -0.350 -3.053
H23 -2.796 -1.056 -1.797


The following is a quantum chemistry calculation of a molecular structure, C41H42Br2N5OPSSc, from the Open Molecules 2025 dataset.

Calculated values
Net charge: +1
E, Eh: -8584.65690
Frontier orbital gap, eV: 5.1
M, g mol⁻¹: 888.6
Energy above the lowest of the compared OMol25 structures with the same formula, charge and spin, kcal per mole: 11.1
LUMO energy, eV: -3.83
HOMO energy, eV: -8.90

Positions of all 94 atoms, in Å:
Sc1 0.071 -1.541 -0.266
C1 -4.598 -4.364 -1.928
C2 -3.338 -4.476 -1.075
C3 -3.200 -5.466 -0.061
C4 -2.085 -5.437 0.757
C5 -1.155 -4.437 0.565
Br1 0.434 -4.540 1.694
N1 -1.253 -3.471 -0.372
C6 -2.322 -3.544 -1.231
H1 -5.251 -5.246 -1.751
H2 -4.365 -4.278 -2.997
H3 -5.215 -3.488 -1.646
H4 -3.943 -6.259 0.058
H5 -1.869 -6.152 1.547
H6 -2.379 -2.771 -1.990
O1 0.333 -3.110 -2.638
N2 -0.012 -1.646 -2.407
C7 -0.008 -1.112 -3.606
C8 0.124 0.270 -3.998
C9 -0.046 0.475 -5.370
C10 0.138 1.717 -5.944
C11 0.556 2.780 -5.143
C12 0.742 2.623 -3.781
C13 0.463 1.381 -3.178
P1 0.447 1.245 -1.371
C14 -0.795 2.486 -0.839
C15 -0.845 2.796 0.507
C16 -1.789 3.697 0.992
C17 -2.657 4.350 0.119
C18 -2.542 4.105 -1.242
C19 -1.659 3.127 -1.719
C20 2.015 2.070 -1.055
C21 2.157 3.339 -0.517
C22 3.435 3.886 -0.394
C23 4.570 3.145 -0.706
C24 4.421 1.858 -1.195
C25 3.155 1.350 -1.447
H7 -0.169 -3.540 -1.886
H8 -0.060 -1.774 -4.467
H9 -0.356 -0.369 -5.986
H10 -0.046 1.857 -7.002
H11 0.732 3.751 -5.561
H12 1.037 3.473 -3.146
H13 -0.117 2.301 1.182
H14 -1.836 3.889 2.063
H15 -3.418 5.051 0.467
H16 -3.154 4.650 -1.948
H17 -1.625 2.896 -2.777
H18 1.292 3.933 -0.207
H19 3.526 4.897 0.018
H20 5.561 3.556 -0.525
H21 5.281 1.211 -1.367
H22 3.034 0.403 -1.959
C26 -3.087 0.024 -1.620
C27 -3.044 -0.342 -0.197
C28 -4.227 -0.459 0.572
C29 -3.842 -0.952 1.817
C30 -2.433 -1.140 1.804
C31 -1.736 -1.803 2.899
N3 -1.934 -0.744 0.545
H23 -3.715 0.931 -1.760
H24 -3.529 -0.832 -2.179
H25 -2.087 0.226 -1.992
H26 -5.221 -0.228 0.225
H27 -4.465 -1.182 2.658
H28 -2.228 -1.511 3.855
H29 -0.676 -1.543 2.939
H30 -1.823 -2.929 2.839
C32 3.203 1.792 4.487
N4 1.776 1.556 4.711
C33 1.143 1.951 5.950
C34 -0.320 1.536 5.703
N5 -0.347 1.034 4.379
C35 0.875 1.039 3.796
S1 1.294 0.517 2.260
H31 3.417 2.826 4.819
H32 3.442 1.661 3.417
H33 3.819 1.090 5.074
H34 1.281 3.038 6.113
H35 1.609 1.465 6.835
H36 -1.014 2.376 5.872
H37 -0.648 0.749 6.440
H38 -1.173 0.724 3.853
Br2 6.948 -1.712 0.175
C36 5.096 -1.947 0.097
C37 4.357 -2.011 1.271
C38 2.989 -2.072 1.196
C39 2.310 -2.018 -0.019
C40 3.082 -2.108 -1.166
C41 4.463 -2.042 -1.118
H39 4.870 -2.045 2.218
H40 2.455 -2.124 2.149
H41 2.660 -2.204 -2.169
H42 5.045 -2.131 -2.021


The following is a quantum chemistry calculation of a single C5H14N2 molecule, from the Open Molecules 2025 dataset.

Calculated values
E, Eh: -308.30534
Frontier orbital gap, eV: 7.5
M, g mol⁻¹: 102.2
Energy above the lowest of the compared OMol25 structures with the same formula, charge and spin, kcal per mole: 73.9
LUMO energy, eV: 0.87
HOMO energy, eV: -6.65

Positions of all 21 atoms, in Å:
C1 0.894 -0.171 -0.187
C2 -1.531 0.376 0.650
C3 1.883 0.297 -1.244
C4 1.496 -0.212 1.207
C5 -2.107 -1.000 0.382
N1 -0.307 0.816 -0.261
N2 -0.878 1.039 -1.503
H1 0.056 1.719 0.065
H2 -1.094 0.143 -1.945
H3 0.494 -1.146 -0.471
H4 -2.280 1.148 0.512
H5 -1.154 0.434 1.679
H6 1.296 0.665 -2.093
H7 2.535 -0.516 -1.555
H8 2.505 1.110 -0.863
H9 0.822 -0.664 1.932
H10 2.415 -0.798 1.187
H11 1.758 0.791 1.547
H12 -2.968 -1.163 1.037
H13 -1.391 -1.790 0.574
H14 -2.444 -1.077 -0.651